No. 1
Density functional theory data (ωB97M-V/def2-TZVPD) for one molecule with the formula C24H29N3O5.

Its SMILES is CCCCCn1c(=O)[nH]c2cc(C(=O)NCCc3ccc(OC)c(OC)c3)ccc2c1=O. The calculation puts the highest occupied orbital energy at -8.36 eV. The total energy is -1472.49320 a.u. The HOMO-LUMO gap comes out at 8.527 eV. Its largest force on an atom is 0.71 eV/Å.

Each line ends with the Mulliken charge.
Element x y z (Å)
C: -8.2715 -0.4751 -0.6967  -1.39
C: -6.7792 -0.7319 -0.5238  -0.13
C: -6.2014 0.0872 0.6287  -0.83
C: -4.7446 -0.2482 0.9411  -0.27
C: -3.7945 0.1614 -0.1836  -1.37
N: -2.4088 -0.0940 0.1912  0.28
C: -1.7347 0.9312 0.8262  0.38
O: -2.2241 2.0206 1.0253  -0.68
N: -0.4571 0.6407 1.2289  0.00
C: 0.1997 -0.5297 0.9508  0.38
C: 1.5320 -0.7141 1.3028  -1.17
C: 2.1979 -1.8653 0.9194  0.38
C: 1.5117 -2.8867 0.2584  -0.51
C: 0.1757 -2.7315 -0.0377  -1.10
C: -0.4856 -1.5445 0.2776  0.53
C: -1.8860 -1.3462 -0.1072  0.71
O: -2.5621 -2.1871 -0.6609  -0.70
H: -0.3847 -3.5045 -0.5409  0.51
H: 2.0204 -3.8029 -0.0015  0.61
C: 3.6755 -1.8599 1.1446  0.25
O: 4.1907 -1.3552 2.1203  -0.65
N: 4.3913 -2.4124 0.1270  -0.18
H: 3.8779 -2.6962 -0.6943  0.33
C: 5.7536 -1.9934 -0.1047  -0.89
H: 6.1223 -1.6047 0.8466  0.42
H: 6.3590 -2.8527 -0.4051  0.40
C: 5.8064 -0.8943 -1.1869  -1.29
C: 4.7882 0.1660 -0.8733  0.56
C: 5.0515 1.1675 0.0463  -1.04
C: 4.0582 2.0507 0.4289  -0.43
C: 2.7707 1.9564 -0.0837  0.91
C: 2.5059 0.9836 -1.0638  0.07
C: 3.5189 0.1072 -1.4304  0.00
H: 3.2718 -0.6387 -2.1714  0.48
O: 1.2928 0.7609 -1.6584  -0.36
C: 0.4512 1.8597 -1.9476  -0.81
H: -0.0544 2.2427 -1.0594  0.17
H: 1.0109 2.6724 -2.4180  0.35
H: -0.2890 1.4770 -2.6501  0.28
O: 1.7201 2.7289 0.3480  -0.36
C: 1.9750 3.7760 1.2543  -1.10
H: 2.6859 4.4994 0.8447  0.40
H: 2.3504 3.4000 2.2119  0.40
H: 1.0135 4.2643 1.4096  0.28
H: 4.2910 2.8018 1.1662  0.42
H: 6.0312 1.2515 0.4902  0.40
H: 5.5926 -1.3372 -2.1618  0.33
H: 6.8118 -0.4734 -1.2095  0.41
H: 2.0749 0.0507 1.8362  0.66
H: 0.0648 1.4098 1.6297  0.22
H: -3.8904 1.2291 -0.3888  0.44
H: -3.9936 -0.4198 -1.0845  0.41
H: -4.4446 0.2781 1.8505  0.29
H: -4.6427 -1.3214 1.1154  0.28
H: -6.7968 -0.1030 1.5249  0.38
H: -6.2845 1.1517 0.3979  0.32
H: -6.6128 -1.7933 -0.3290  0.30
H: -6.2650 -0.4800 -1.4523  0.25
H: -8.6675 -1.0590 -1.5242  0.38
H: -8.8142 -0.7479 0.2059  0.35
H: -8.4558 0.5776 -0.9002  0.34

No. 2
Density functional theory data (ωB97M-V/def2-TZVPD) for C24H29N5O2 as an isolated structure at a distorted geometry.

The calculation puts the highest occupied orbital energy at -7.84 eV. The total energy is -1355.40983 a.u. The HOMO-LUMO gap comes out at 8.350 eV. Its largest force on an atom is 18.83 eV/Å.

Each line ends with the Mulliken charge.
Element x y z (Å)
C: 1.9947 4.7871 1.8736  -1.09
H: 3.0163 5.2636 1.5300  0.28
O: 2.0281 3.5144 1.0420  -0.40
C: 0.9215 2.8520 1.2703  0.26
C: -0.0925 3.3403 2.0346  -1.38
C: -1.3382 2.3407 2.1737  -1.22
C: -1.4298 1.1521 1.5521  0.01
C: -0.0342 0.7445 0.6035  -0.17
C: 1.0370 1.5805 0.6223  0.43
H: 1.8004 1.4103 0.0156  0.98
C: -0.1345 -0.7521 -0.1650  -1.99
C: 1.3537 -1.2478 -0.1208  -0.17
N: 2.1115 -1.1620 -1.1612  -0.12
N: 3.0743 -2.0378 -0.6868  -0.84
N: 3.1199 -2.0769 0.5705  -0.13
N: 1.7197 -1.6293 1.0811  0.66
C: 1.2367 -1.5051 2.3507  -0.32
H: 0.7018 -0.6955 2.5530  0.98
C: 2.4985 -1.8868 3.1737  -1.48
C: 2.4065 -3.3947 3.6590  -0.41
C: 1.1216 -3.6753 3.6888  -0.79
H: 0.7507 -4.9040 3.7011  0.27
C: 0.3612 -3.0129 2.5080  -0.50
H: -0.7627 -2.6954 2.8222  0.20
H: 0.6459 -3.6118 1.4862  0.27
H: 0.5824 -3.3530 4.5387  0.32
H: 3.0133 -3.3755 4.5748  0.42
H: 3.0160 -3.9783 2.6906  0.17
H: 3.3232 -1.4603 3.0264  0.86
H: 2.1515 -1.2359 4.2318  0.32
N: -0.6833 -0.4414 -1.5380  0.28
C: 0.0977 0.6408 -2.3228  -1.04
C: -0.7030 0.7270 -3.6993  0.80
C: -0.2950 1.9548 -4.4186  -1.22
C: -0.8577 2.0524 -5.6766  -0.20
C: -1.8158 0.8928 -6.2845  -0.41
C: -2.0006 0.0443 -5.4851  -0.61
C: -1.8505 -0.2294 -4.0626  0.57
C: -2.0227 -1.3637 -3.2670  -0.98
C: -1.0059 -1.7534 -2.1054  -1.38
H: -1.5286 -2.2772 -1.5043  0.68
H: -0.2121 -2.1140 -2.4849  0.69
H: -2.1729 -2.1966 -3.7733  0.67
H: -2.9859 -0.9499 -2.6916  0.17
H: -2.7624 -0.7791 -5.7153  0.13
H: -2.2672 1.3042 -7.3069  0.26
H: -0.6449 2.9538 -6.3695  0.25
H: 0.3178 2.7111 -4.1636  0.48
H: 0.0803 1.5069 -1.8938  0.53
H: 1.0224 0.1781 -2.3669  0.65
H: -0.7846 -1.2754 0.3034  2.11
O: -2.2699 0.1503 1.3375  -0.11
C: -3.4730 0.5172 1.8356  -0.98
H: -4.3052 -0.2485 1.8767  0.32
H: -3.5038 0.7016 3.0821  0.26
H: -4.1516 1.3028 1.6452  0.50
H: -2.0930 2.6375 2.6845  0.74
H: -0.2836 4.0214 2.6977  0.54
H: 1.2891 5.3806 1.4886  0.53
H: 1.6713 4.6557 2.9383  0.35

Look up the highest occupied orbital energy of the first one. -8.36 eV

What did the second record say?
Density functional theory data (ωB97M-V/def2-TZVPD) for C24H29N5O2 as an isolated structure at a distorted geometry.

The calculation puts the highest occupied orbital energy at -7.84 eV. The total energy is -1355.40983 a.u. The HOMO-LUMO gap comes out at 8.350 eV. Its largest force on an atom is 18.83 eV/Å.

Each line ends with the Mulliken charge.
Element x y z (Å)
C: 1.9947 4.7871 1.8736  -1.09
H: 3.0163 5.2636 1.5300  0.28
O: 2.0281 3.5144 1.0420  -0.40
C: 0.9215 2.8520 1.2703  0.26
C: -0.0925 3.3403 2.0346  -1.38
C: -1.3382 2.3407 2.1737  -1.22
C: -1.4298 1.1521 1.5521  0.01
C: -0.0342 0.7445 0.6035  -0.17
C: 1.0370 1.5805 0.6223  0.43
H: 1.8004 1.4103 0.0156  0.98
C: -0.1345 -0.7521 -0.1650  -1.99
C: 1.3537 -1.2478 -0.1208  -0.17
N: 2.1115 -1.1620 -1.1612  -0.12
N: 3.0743 -2.0378 -0.6868  -0.84
N: 3.1199 -2.0769 0.5705  -0.13
N: 1.7197 -1.6293 1.0811  0.66
C: 1.2367 -1.5051 2.3507  -0.32
H: 0.7018 -0.6955 2.5530  0.98
C: 2.4985 -1.8868 3.1737  -1.48
C: 2.4065 -3.3947 3.6590  -0.41
C: 1.1216 -3.6753 3.6888  -0.79
H: 0.7507 -4.9040 3.7011  0.27
C: 0.3612 -3.0129 2.5080  -0.50
H: -0.7627 -2.6954 2.8222  0.20
H: 0.6459 -3.6118 1.4862  0.27
H: 0.5824 -3.3530 4.5387  0.32
H: 3.0133 -3.3755 4.5748  0.42
H: 3.0160 -3.9783 2.6906  0.17
H: 3.3232 -1.4603 3.0264  0.86
H: 2.1515 -1.2359 4.2318  0.32
N: -0.6833 -0.4414 -1.5380  0.28
C: 0.0977 0.6408 -2.3228  -1.04
C: -0.7030 0.7270 -3.6993  0.80
C: -0.2950 1.9548 -4.4186  -1.22
C: -0.8577 2.0524 -5.6766  -0.20
C: -1.8158 0.8928 -6.2845  -0.41
C: -2.0006 0.0443 -5.4851  -0.61
C: -1.8505 -0.2294 -4.0626  0.57
C: -2.0227 -1.3637 -3.2670  -0.98
C: -1.0059 -1.7534 -2.1054  -1.38
H: -1.5286 -2.2772 -1.5043  0.68
H: -0.2121 -2.1140 -2.4849  0.69
H: -2.1729 -2.1966 -3.7733  0.67
H: -2.9859 -0.9499 -2.6916  0.17
H: -2.7624 -0.7791 -5.7153  0.13
H: -2.2672 1.3042 -7.3069  0.26
H: -0.6449 2.9538 -6.3695  0.25
H: 0.3178 2.7111 -4.1636  0.48
H: 0.0803 1.5069 -1.8938  0.53
H: 1.0224 0.1781 -2.3669  0.65
H: -0.7846 -1.2754 0.3034  2.11
O: -2.2699 0.1503 1.3375  -0.11
C: -3.4730 0.5172 1.8356  -0.98
H: -4.3052 -0.2485 1.8767  0.32
H: -3.5038 0.7016 3.0821  0.26
H: -4.1516 1.3028 1.6452  0.50
H: -2.0930 2.6375 2.6845  0.74
H: -0.2836 4.0214 2.6977  0.54
H: 1.2891 5.3806 1.4886  0.53
H: 1.6713 4.6557 2.9383  0.35